Entry 1:
{
  "formula": "C41H35N2O2P2PbS",
  "method": "ωB97M-V/def2-TZVPD",
  "species": ["Pb", "C", "C", "P", "C", "C", "C", "C", "C", "C", "C", "C", "C", "C", "C", "C", "P", "C", "C", "C", "C", "C", "C", "C", "C", "C", "C", "C", "C", "H", "H", "H", "H", "H", "H", "H", "H", "H", "H", "H", "H", "H", "H", "H", "H", "H", "H", "H", "H", "H", "H", "H", "H", "O", "S", "O", "N", "C", "C", "C", "C", "C", "C", "C", "C", "N", "C", "C", "C", "C", "C", "C", "C", "H", "H", "H", "H", "H", "H", "H", "H", "H", "H", "H"],
  "coordinates": [[-0.1078, -1.0361, -0.5633], [1.9803, 2.0807, 0.2282], [2.9350, 1.0146, -0.3044], [2.6300, -0.6608, 0.4124], [3.3072, -0.5901, 2.0909], [4.5867, -1.0246, 2.4292], [5.0284, -0.9214, 3.7407], [4.2015, -0.3846, 4.7177], [2.9201, 0.0376, 4.3906], [2.4712, -0.0762, 3.0845], [3.7220, -1.7113, -0.5872], [3.2523, -2.9478, -1.0269], [4.0474, -3.7721, -1.8117], [5.3226, -3.3625, -2.1676], [5.8011, -2.1297, -1.7418], [5.0065, -1.3080, -0.9590], [0.1790, 1.7405, 0.0533], [-0.4720, 3.0777, 1.1028], [-0.6207, 2.8283, 2.4654], [-1.0179, 3.8424, 3.3191], [-1.2858, 5.1090, 2.8134], [-1.1539, 5.3560, 1.4558], [-0.7461, 4.3421, 0.5971], [-0.2896, 2.1691, -1.6533], [-1.5722, 1.5667, -2.1762], [-2.0534, 2.0595, -3.5704], [-1.1578, 3.0169, -4.2828], [0.0004, 3.4177, -3.7649], [0.4338, 2.9848, -2.4266], [2.2051, 3.0608, -0.1969], [2.1143, 2.1923, 1.3085], [3.9639, 1.2939, -0.0703], [2.8615, 0.9133, -1.3908], [5.2386, -1.4502, 1.6768], [6.0222, -1.2618, 3.9992], [4.5517, -0.3057, 5.7381], [2.2679, 0.4415, 5.1533], [1.4575, 0.2235, 2.8383], [2.2541, -3.2763, -0.7622], [3.6683, -4.7279, -2.1474], [5.9445, -4.0001, -2.7815], [6.7956, -1.8081, -2.0206], [5.3967, -0.3514, -0.6345], [-0.4609, 1.8290, 2.8532], [-1.1396, 3.6417, 4.3750], [-1.6070, 5.8993, 3.4785], [-1.3702, 6.3388, 1.0586], [-0.6495, 4.5448, -0.4623], [-1.5049, 0.4747, -2.1680], [-2.2864, 1.2256, -4.2363], [-1.4780, 3.3797, -5.2532], [0.6355, 4.1080, -4.3040], [1.3678, 3.3972, -2.0625], [-2.4870, 1.1026, 1.1240], [-3.3243, 0.1210, 0.4762], [-4.5090, -0.3499, 1.1337], [-2.3603, -1.1261, 0.1117], [-2.7987, -2.4543, 0.2266], [-4.0716, -2.9292, 0.0219], [-4.4020, -4.2828, 0.2364], [-3.4756, -5.1852, 0.6698], [-2.1499, -4.7491, 0.8878], [-1.1381, -5.6057, 1.3754], [0.1231, -5.1311, 1.6036], [0.3912, -3.7891, 1.2997], [-0.5225, -2.9702, 0.8283], [-1.8086, -3.4033, 0.6440], [-3.7956, 0.8995, -1.0449], [-4.9186, 0.5385, -1.6584], [-5.3588, 1.1768, -2.9090], [-4.6460, 2.1402, -3.4850], [-3.3530, 2.6253, -2.9127], [-2.9180, 2.0208, -1.5417], [-4.8533, -2.2447, -0.2695], [-5.4224, -4.5987, 0.0654], [-3.7342, -6.2195, 0.8522], [-1.3831, -6.6414, 1.5765], [0.9075, -5.7599, 1.9990], [1.3830, -3.3767, 1.4525], [-5.5491, -0.2250, -1.2203], [-6.2891, 0.8439, -3.3492], [-4.9903, 2.5981, -4.4055], [-3.3443, 3.7168, -2.8942], [-2.7989, 2.7579, -0.7482]],
  "mulliken_charge": [0.891, -1.163, -0.987, 0.551, 0.445, -0.595, -0.671, -0.541, -0.642, -0.322, 0.775, -0.348, -0.803, -0.578, -0.782, -0.262, 0.505, 0.533, -0.317, -0.730, -0.644, -0.696, -0.566, -0.009, 0.358, -0.079, -1.057, -0.911, 0.060, 0.779, 0.675, 0.718, 0.409, 0.413, 0.433, 0.397, 0.467, 0.297, 0.155, 0.439, 0.405, 0.426, 0.365, 0.357, 0.446, 0.401, 0.444, 0.331, -0.140, 0.483, 0.433, 0.438, 0.345, -0.432, 0.757, -0.685, 0.111, -0.203, -0.243, -1.107, -0.895, 1.180, -0.558, -1.131, 0.027, -0.131, 0.366, -1.256, 0.181, -0.831, -1.044, 0.038, 0.253, 0.345, 0.411, 0.409, 0.436, 0.442, 0.668, 0.568, 0.416, 0.419, 0.438, 0.719],
  "orbital_gap_ev": 7.56,
  "multiplicity": 1,
  "charge": 1,
  "largest_force_ha_per_bohr": 0.0085,
  "e_homo_ev": -10.260
}

=====

Entry 2:
{
  "formula": "C41H35N7O12",
  "method": "ωB97M-V/def2-TZVPD",
  "species": ["O", "N", "O", "C", "C", "C", "C", "C", "C", "H", "H", "H", "H", "H", "O", "N", "O", "C", "C", "C", "C", "C", "C", "H", "H", "H", "H", "H", "O", "N", "O", "C", "C", "C", "C", "C", "C", "H", "H", "H", "H", "H", "O", "N", "O", "C", "C", "C", "C", "C", "C", "H", "H", "H", "H", "H", "O", "N", "O", "C", "C", "C", "C", "C", "C", "H", "H", "H", "H", "H", "O", "N", "O", "C", "C", "C", "C", "C", "C", "H", "H", "H", "H", "H", "C", "C", "C", "N", "C", "C", "H", "H", "H", "H", "H"],
  "coordinates": [[14.8628, -24.2443, -11.4921], [14.4489, -23.2282, -12.0059], [14.7302, -22.1042, -11.6374], [13.5887, -23.3565, -13.1928], [13.2394, -24.6275, -13.6339], [12.4994, -24.7585, -14.7893], [12.0748, -23.6232, -15.4790], [12.3886, -22.3595, -15.0141], [13.1505, -22.2248, -13.8533], [13.5872, -25.4749, -13.0596], [12.2752, -25.7253, -15.2190], [11.4749, -23.7096, -16.3768], [12.0419, -21.4357, -15.4548], [13.4928, -21.2465, -13.5428], [5.6932, -16.3274, -21.4980], [6.7805, -15.8219, -21.6844], [7.1021, -15.1999, -22.6820], [7.7845, -15.9800, -20.6333], [9.0902, -15.6173, -20.8753], [10.0550, -15.7717, -19.8934], [9.6757, -16.3190, -18.6730], [8.3719, -16.7018, -18.4315], [7.4119, -16.5052, -19.4124], [9.3191, -15.1708, -21.8359], [11.0659, -15.4201, -20.0390], [10.4442, -16.4071, -17.9123], [8.0752, -17.2123, -17.5259], [6.3759, -16.7679, -19.2472], [10.9985, -17.3559, -9.9868], [10.9265, -17.3455, -11.1928], [10.7848, -18.3330, -11.8937], [11.0023, -16.0423, -11.8668], [10.9236, -15.9951, -13.2389], [10.7573, -14.7629, -13.8608], [10.7980, -13.5953, -13.1079], [10.9282, -13.6658, -11.7250], [11.0144, -14.8924, -11.0926], [10.8369, -16.8870, -13.8472], [10.8893, -14.6739, -14.9337], [10.7531, -12.6560, -13.6437], [10.9064, -12.7710, -11.1152], [11.0217, -14.9830, -10.0173], [11.2289, -19.0175, -15.3329], [11.9022, -18.9865, -16.3519], [11.8368, -19.7951, -17.2551], [12.8325, -17.8811, -16.4820], [13.3951, -17.3459, -15.3390], [14.3519, -16.3541, -15.4649], [14.6353, -15.8446, -16.7377], [13.9204, -16.2281, -17.8590], [13.0502, -17.3066, -17.7140], [13.1546, -17.7230, -14.3526], [14.7685, -15.8358, -14.6127], [15.3576, -15.0354, -16.7804], [14.0155, -15.6609, -18.7736], [12.5342, -17.7486, -18.5613], [13.3488, -10.5570, -18.1452], [13.6232, -11.4429, -17.3636], [13.8997, -12.5888, -17.6777], [13.6274, -11.1217, -15.9273], [13.2976, -9.8326, -15.5546], [13.2038, -9.5321, -14.2048], [13.3552, -10.5492, -13.2635], [13.6419, -11.8477, -13.6664], [13.7779, -12.1434, -15.0105], [13.1791, -9.0616, -16.3023], [13.0063, -8.5109, -13.9083], [13.2510, -10.3055, -12.2132], [13.8586, -12.5542, -12.8750], [13.8070, -13.1484, -15.4113], [7.1258, -19.4043, -16.7393], [7.3203, -20.6066, -16.6903], [7.0376, -21.3833, -17.5773], [7.9242, -21.1597, -15.4646], [7.9738, -22.5257, -15.3186], [8.5289, -23.0645, -14.1736], [9.0270, -22.2038, -13.2005], [9.0435, -20.8389, -13.4135], [8.4745, -20.2860, -14.5486], [7.6489, -23.1691, -16.1240], [8.5256, -24.1307, -13.9983], [9.2607, -22.5644, -12.2056], [9.5504, -20.1998, -12.6998], [8.3934, -19.2194, -14.6789], [16.3945, -14.9323, -20.3556], [15.8268, -13.8497, -21.0001], [16.0635, -12.5808, -20.4810], [16.7823, -12.3710, -19.3894], [17.2876, -13.4181, -18.7561], [17.0785, -14.7256, -19.1691], [16.2469, -15.9486, -20.7032], [15.2734, -14.0148, -21.9150], [15.7460, -11.7059, -21.0388], [17.9005, -13.1859, -17.8917], [17.5926, -15.5173, -18.6382]],
  "mulliken_charge": [-0.606, 1.016, -0.609, -0.135, -0.457, -0.438, -0.577, 0.236, -0.358, 0.487, 0.398, 0.454, 0.061, 0.539, -0.590, 0.963, -0.595, -0.070, -0.282, -0.655, -0.281, -0.590, -0.379, 0.449, 0.545, 0.555, 0.460, 0.472, -0.616, 1.059, -0.614, -0.158, -0.222, -0.529, -0.399, -0.629, -0.451, 0.615, 0.471, 0.533, 0.405, 0.513, -0.403, 1.097, -0.603, -0.262, -0.331, -0.934, -0.456, -0.301, -0.338, 0.459, 0.434, 0.472, 0.556, 0.624, -0.603, 0.979, -0.512, 0.077, -0.555, -0.491, -0.587, -0.557, 0.096, 0.463, 0.396, 0.428, 0.436, 0.431, -0.613, 1.026, -0.608, 0.025, -0.523, -0.448, -0.844, -0.061, -0.308, 0.479, 0.452, 0.436, 0.429, 0.538, -0.379, -0.294, -0.238, -0.555, -0.273, -0.246, 0.413, 0.411, 0.361, 0.401, 0.407],
  "orbital_gap_ev": 8.99,
  "multiplicity": 1,
  "largest_force_ha_per_bohr": 0.0297,
  "e_homo_ev": -9.894
}